DFT (the ωB97M-V functional and the def2-TZVPD basis) results for a molecular structure, C18H27BrCl4FI2MgNaO11SV.

The HOMO energy is -9.52 eV. As for the gap between HOMO and LUMO: 1.61 eV. For the LUMO energy, the calculation gives -7.911 eV. Its net charge is +1.

Cartesian coordinates (Å):
C1 1.480 5.583 -1.769
C2 -0.159 5.362 -1.964
I1 -0.771 4.072 -3.674
C3 -1.183 6.009 -1.068
I2 -0.520 7.345 0.594
C4 -2.806 5.824 -1.213
O1 -3.172 6.428 -2.537
O2 -3.274 4.430 -1.254
C5 -2.789 3.639 -0.112
O3 -3.641 2.715 0.408
H1 1.742 6.709 -1.510
H2 1.871 4.836 -0.925
H3 2.031 5.279 -2.780
H4 -3.356 6.490 -0.390
H5 -3.463 7.372 -2.289
H6 -1.723 3.679 0.368
O4 1.750 2.737 -1.099
V1 2.759 1.853 0.035
O5 3.767 0.969 1.169
O6 5.870 4.793 3.728
Cl1 5.459 3.669 2.909
O7 5.204 2.520 3.757
O8 6.511 3.348 1.964
O9 4.250 4.014 2.187
C6 4.812 -0.712 3.895
Cl2 6.508 -1.078 4.237
Cl3 3.746 -1.948 4.575
H7 4.561 0.256 4.336
H8 4.668 -0.674 2.813
Cl4 -1.141 8.314 3.071
Mg1 3.959 -1.046 7.141
C7 -4.905 -0.445 -0.078
S1 -3.307 -0.651 0.745
O10 -2.302 -1.015 -0.306
C8 -3.747 -2.169 1.626
H9 -4.852 0.435 -0.723
H10 -5.129 -1.325 -0.686
H11 -5.686 -0.297 0.671
H12 -4.043 -2.942 0.913
H13 -4.566 -1.965 2.319
H14 -2.875 -2.509 2.188
F1 2.871 -3.163 1.413
C9 3.438 -4.365 1.575
C10 4.361 -4.554 2.597
C11 4.948 -5.808 2.769
C12 4.613 -6.857 1.910
C13 3.689 -6.656 0.883
C14 3.094 -5.405 0.718
H15 4.616 -3.725 3.250
H16 5.666 -5.967 3.570
H17 5.075 -7.833 2.042
H18 3.432 -7.473 0.213
H19 2.367 -5.234 -0.068
C15 -4.330 -2.534 -5.557
C16 -3.331 -2.047 -4.539
C17 -4.130 -1.008 -3.784
O11 -5.501 -1.426 -3.823
C18 -5.625 -2.492 -4.776
H20 -4.104 -3.527 -5.954
H21 -4.377 -1.830 -6.397
H22 -3.057 -2.869 -3.866
H23 -2.415 -1.645 -4.979
H24 -4.066 -0.028 -4.268
H25 -3.807 -0.904 -2.744
H26 -5.782 -3.422 -4.218
H27 -6.495 -2.317 -5.414
Br1 5.605 -4.681 4.992
Na1 1.705 -2.137 3.183

Results of the Mulliken charge analysis, in e, for atoms 1 through 4:
1 C -0.93
2 C 0.06
3 I 0.24
4 C 0.13

DFT (the ωB97M-V functional and the def2-TZVPD basis) results for 4 unconnected molecules or ions with the total composition C25H53BNO16P3.

The HOMO energy is -7.23 eV. As for the gap between HOMO and LUMO: 4.02 eV. For the LUMO energy, the calculation gives -3.206 eV. Its net charge is 0.

Cartesian coordinates (Å):
C1 5.365 1.949 1.582
C2 3.923 2.564 2.080
C3 3.515 3.935 1.367
C4 2.966 3.835 -0.137
C5 4.124 3.553 -1.255
C6 1.633 2.991 -0.338
C7 1.510 1.440 -0.521
B1 2.799 0.463 -0.498
C8 3.022 -0.597 0.750
O1 3.788 0.407 -1.546
C9 0.111 0.740 -0.734
C10 -0.046 -0.856 -0.968
N1 -1.115 1.498 -0.737
C11 -1.089 2.940 -0.538
C12 -2.545 3.649 -0.520
C13 -3.609 2.813 0.393
C14 -2.954 2.214 1.736
O2 -4.341 1.835 -0.389
C15 0.242 3.754 -0.339
C16 0.061 5.322 -0.123
O3 0.064 6.111 -1.128
O4 -0.063 5.847 1.162
H1 6.094 1.893 2.482
H2 5.820 2.748 0.887
H3 5.265 0.930 1.081
H4 3.095 1.761 2.103
H5 4.104 2.819 3.198
H6 2.659 4.401 1.998
H7 4.358 4.724 1.390
H8 2.657 4.928 -0.392
H9 3.549 3.249 -2.216
H10 4.791 2.666 -0.998
H11 4.713 4.511 -1.453
H12 4.121 -0.855 0.927
H13 2.518 -1.591 0.422
H14 2.481 -0.275 1.703
H15 4.641 0.049 -1.213
H16 0.454 -1.477 -0.153
H17 -1.175 -1.093 -1.078
H18 0.394 -1.051 -2.023
H19 -2.015 0.989 -0.855
H20 -2.521 4.700 -0.076
H21 -2.947 3.723 -1.589
H22 -4.385 3.600 0.737
H23 -2.863 1.072 1.666
H24 -1.979 2.725 2.055
H25 -3.705 2.412 2.596
H26 -4.321 0.971 0.078
C17 8.584 4.038 5.523
O5 8.195 4.313 4.178
P1 7.304 5.763 3.913
O6 7.369 5.508 2.411
O7 8.590 6.657 4.421
C18 9.811 6.605 3.700
O8 6.401 7.203 3.674
C19 6.893 8.189 2.786
H27 8.287 3.018 5.774
H28 9.671 4.118 5.601
H29 8.120 4.727 6.231
H30 9.807 5.850 2.912
H31 10.617 6.378 4.401
H32 10.000 7.585 3.257
H33 7.152 7.771 1.812
H34 7.755 8.699 3.220
H35 6.103 8.929 2.639
C20 -0.287 -5.949 1.340
O9 -1.154 -4.882 0.956
P2 -1.967 -5.053 -0.552
O10 -2.745 -3.772 -0.266
O11 -2.767 -6.376 0.015
C21 -3.654 -6.243 1.114
O12 -2.734 -5.242 -2.076
C22 -4.150 -5.221 -2.146
H36 0.683 -5.532 1.619
H37 -0.715 -6.458 2.207
H38 -0.144 -6.669 0.533
H39 -3.624 -5.250 1.567
H40 -3.382 -6.983 1.870
H41 -4.670 -6.451 0.773
H42 -4.574 -4.348 -1.646
H43 -4.566 -6.137 -1.725
H44 -4.434 -5.176 -3.200
C23 -9.495 -6.837 -1.945
O13 -8.365 -6.429 -2.713
P3 -8.010 -7.357 -4.120
O14 -6.908 -6.366 -4.488
O15 -9.451 -6.912 -4.780
C24 -9.704 -5.543 -5.061
O16 -7.687 -8.320 -5.504
C25 -7.656 -7.709 -6.780
H45 -9.196 -6.928 -0.899
H46 -10.273 -6.073 -2.024
H47 -9.895 -7.795 -2.284
H48 -8.923 -4.881 -4.682
H49 -10.654 -5.266 -4.600
H50 -9.789 -5.416 -6.141
H51 -7.003 -6.835 -6.800
H52 -8.663 -7.435 -7.098
H53 -7.265 -8.441 -7.490

Results of the Mulliken charge analysis, in e, for atoms 1 through 4:
1 C -0.61
2 C -0.20
3 C -0.76
4 C 0.38